ORCA calculation (ωB97M-V/def2-TZVPD) on a structure of composition C71H111HgNO37S12Zn in a non-equilibrium geometry.

Geometry (Å):
Zn (-1.925703, -22.297577, -0.064890)
Hg (0.672542, -29.742712, 0.722378)
C (3.979231, -16.574931, 1.583756)
C (2.720614, -16.147888, 1.687074)
C (1.547919, -17.030312, 1.254909)
O (0.320454, -16.640318, 1.041487)
C (1.829713, -18.262861, 0.789063)
C (3.201660, -18.797814, 0.716415)
C (4.343131, -17.847659, 1.074880)
O (5.428711, -18.438499, 0.986015)
O (3.537532, -19.970204, 0.368976)
O (2.531537, -14.941400, 2.229015)
H (4.804073, -15.918561, 1.818752)
H (1.054678, -18.876471, 0.354072)
C (-2.271483, -26.468106, 0.302132)
C (-1.974790, -25.126064, 0.342048)
C (-0.499656, -24.659780, 0.113795)
O (-0.100602, -23.413930, 0.040629)
C (0.531697, -25.569526, -0.034112)
C (0.302067, -26.968529, -0.139651)
C (-1.231760, -27.470972, 0.020922)
O (-1.367367, -28.688426, 0.128419)
O (1.160885, -27.768170, -0.247163)
O (-2.925623, -24.284690, 0.447873)
H (-3.279386, -26.856083, 0.302435)
H (1.527145, -25.284165, -0.340766)
C (-0.790976, -20.337177, -3.069597)
C (-1.007506, -19.503710, -4.169984)
C (-1.792021, -18.172547, -4.113159)
O (-2.089914, -17.518075, -5.199710)
C (-2.117179, -17.704418, -2.897325)
C (-1.811295, -18.372079, -1.583101)
C (-1.142199, -19.822320, -1.727765)
O (-1.173397, -20.634432, -0.786570)
O (-2.099838, -17.878373, -0.525161)
O (-0.331109, -19.886830, -5.198873)
H (-0.155471, -21.206970, -3.147011)
H (-2.788448, -16.858646, -2.875726)
C (-5.726219, -28.641945, 0.395887)
C (-7.127730, -28.416036, 0.852387)
O (-7.621307, -27.356574, 1.342150)
C (-7.846771, -29.723337, 1.070958)
H (-5.240586, -28.921979, 1.330684)
H (-5.254766, -27.764485, -0.046723)
H (-5.661352, -29.524201, -0.240908)
H (-8.793320, -29.542692, 0.561549)
H (-7.819827, -29.772277, 2.159528)
H (-7.169108, -30.515843, 0.753439)
C (-6.027930, -24.900890, 1.855708)
C (-5.360807, -23.826317, 2.716515)
N (-4.850529, -22.994069, 3.330209)
H (-5.338009, -25.469524, 1.232195)
H (-6.670572, -24.336429, 1.180080)
H (-6.464054, -25.607467, 2.561851)
C (-0.359266, -33.543541, 5.298905)
C (0.913235, -34.390938, 4.791952)
C (1.498425, -33.727525, 3.554653)
S (1.349708, -31.950091, 3.919064)
O (0.969392, -31.288258, 2.642937)
O (2.471356, -31.361295, 4.756972)
C (-0.224651, -32.046025, 4.943028)
H (-0.527372, -33.762118, 6.353450)
H (-1.145165, -33.977683, 4.680868)
H (0.684112, -35.456343, 4.814752)
H (1.417928, -34.234485, 5.745321)
H (0.921146, -33.785599, 2.631892)
H (2.490588, -34.022796, 3.213275)
H (-1.041321, -31.660912, 4.332416)
H (-0.000016, -31.302080, 5.707339)
C (-2.360052, -25.845133, 3.854035)
C (-3.072840, -27.133096, 4.323791)
C (-2.522916, -28.364965, 3.481573)
S (-0.712802, -28.140037, 3.767257)
O (0.002670, -28.642182, 2.576661)
O (-0.306770, -28.651869, 5.137816)
C (-0.848631, -26.229103, 3.660941)
H (-2.252763, -25.156473, 4.692102)
H (-2.901264, -25.254546, 3.114850)
H (-4.160870, -27.067998, 4.331269)
H (-2.862505, -27.232393, 5.388678)
H (-2.836956, -28.186979, 2.453077)
H (-2.683184, -29.404950, 3.765879)
H (-0.623891, -26.032629, 2.612611)
H (-0.189071, -25.723322, 4.366117)
C (-7.484616, -20.246867, 0.015418)
C (-6.905614, -19.740367, -1.265136)
C (-5.337833, -19.488604, -1.252105)
S (-4.727929, -20.477293, 0.242444)
O (-4.294744, -19.587252, 1.303616)
O (-3.755011, -21.480333, -0.318183)
C (-6.394579, -21.250702, 0.644696)
H (-8.399869, -20.806886, -0.176401)
H (-7.867584, -19.437423, 0.636902)
H (-7.438124, -18.950176, -1.794401)
H (-7.073724, -20.611730, -1.898037)
H (-4.987801, -18.459543, -1.170701)
H (-4.896167, -20.044334, -2.079260)
H (-6.518161, -21.525505, 1.692222)
H (-6.503818, -22.183526, 0.091531)
C (-2.458065, -34.790866, -0.166817)
C (-3.201117, -33.640449, -0.911287)
C (-3.377280, -32.381379, -0.044598)
S (-1.999632, -32.476585, 1.124408)
O (-2.509023, -32.673839, 2.483618)
O (-1.104087, -31.363129, 0.820832)
C (-1.308235, -34.110424, 0.594092)
H (-1.948569, -35.504593, -0.814215)
H (-3.084203, -35.427348, 0.458442)
H (-4.160440, -34.059666, -1.214666)
H (-2.666051, -33.355443, -1.817154)
H (-4.260254, -32.346339, 0.593552)
H (-3.361715, -31.491954, -0.674502)
H (-0.880602, -34.604936, 1.466273)
H (-0.501048, -33.692482, -0.007456)
C (5.176274, -33.133910, -1.884403)
C (3.891068, -33.825766, -2.407037)
C (2.531368, -33.274950, -1.811686)
S (3.169094, -32.471965, -0.242730)
O (3.533469, -33.460862, 0.731228)
O (2.409104, -31.198511, 0.127594)
C (4.705814, -31.870714, -1.126961)
H (5.948360, -32.958373, -2.633509)
H (5.675304, -33.791785, -1.172876)
H (3.964774, -34.847509, -2.034594)
H (3.809994, -33.863442, -3.493365)
H (1.766478, -33.968795, -1.462926)
H (2.129709, -32.666729, -2.622135)
H (5.338893, -31.357065, -0.403454)
H (4.340803, -31.160940, -1.869316)
C (5.273710, -28.227730, 4.501348)
C (6.091413, -27.804798, 3.194483)
C (5.114373, -27.684555, 1.949093)
S (3.349105, -28.035268, 2.602267)
O (2.708720, -29.034943, 1.707975)
O (2.623537, -26.848835, 3.064478)
C (4.025784, -28.930414, 4.153898)
H (5.040909, -27.316385, 5.052125)
H (5.955973, -28.830068, 5.101191)
H (6.722764, -28.646090, 2.908630)
H (6.655612, -26.876266, 3.281755)
H (5.254464, -28.440443, 1.176366)
H (5.063259, -26.731766, 1.422148)
H (4.337471, -29.890558, 3.742716)
H (3.282998, -29.047625, 4.942966)
C (3.830786, -23.255431, 4.441158)
C (2.688021, -22.702726, 3.618616)
C (2.869185, -23.174866, 2.206511)
S (4.699993, -23.219062, 1.917209)
O (5.097428, -21.888133, 1.434930)
O (4.885455, -24.410163, 1.102207)
C (5.110743, -23.555812, 3.674296)
H (3.458813, -24.121393, 4.988732)
H (3.982713, -22.516872, 5.228287)
H (2.624850, -21.628863, 3.794478)
H (1.795390, -23.059088, 4.132732)
H (2.348069, -22.646800, 1.407960)
H (2.526771, -24.204468, 2.102661)
H (5.890651, -22.813538, 3.844256)
H (5.484889, -24.564030, 3.852117)
C (5.151575, -29.464274, -4.363501)
C (5.827499, -28.771176, -3.171940)
C (6.360129, -27.447332, -3.647320)
S (6.917026, -27.648329, -5.410389)
O (8.397462, -27.720345, -5.442204)
O (6.220008, -26.749840, -6.353123)
C (6.332968, -29.439138, -5.445676)
H (4.281584, -28.950182, -4.772082)
H (4.827386, -30.493733, -4.211163)
H (6.683365, -29.384215, -2.889489)
H (5.222959, -28.634874, -2.275249)
H (7.201413, -27.075772, -3.062251)
H (5.500346, -26.783919, -3.740829)
H (7.167189, -29.983653, -5.003302)
H (6.116825, -29.832967, -6.438799)
C (-1.281605, -29.554100, -4.886661)
C (-0.726791, -28.195960, -4.499643)
C (0.544336, -28.282227, -3.572506)
S (0.613069, -30.078201, -3.047427)
O (0.591179, -30.253871, -1.568899)
O (1.690648, -30.686744, -3.789768)
C (-1.044286, -30.467344, -3.739322)
H (-0.803656, -29.950709, -5.782412)
H (-2.343269, -29.499686, -5.127490)
H (-1.389911, -27.427000, -4.103307)
H (-0.513681, -27.717126, -5.455359)
H (0.437624, -27.670714, -2.676532)
H (1.526524, -28.181508, -4.034304)
H (-1.791113, -30.242759, -2.977805)
H (-1.098123, -31.538482, -3.933898)
C (-1.218872, -19.648895, 4.858409)
C (0.115610, -19.531643, 4.140099)
C (0.036360, -20.413150, 2.868327)
S (-1.454892, -21.544601, 2.959736)
O (-0.906634, -22.726845, 3.636397)
O (-2.157105, -21.743011, 1.701617)
C (-2.376086, -20.448371, 4.143966)
H (-1.607171, -18.687274, 5.193985)
H (-1.083271, -20.136763, 5.823653)
H (0.949630, -20.015303, 4.648613)
H (0.387567, -18.489113, 3.974983)
H (0.849788, -21.037047, 2.497921)
H (-0.198465, -19.717152, 2.063008)
H (-2.955181, -21.041179, 4.852004)
H (-2.978082, -19.766818, 3.542973)
C (-3.622844, -23.230479, -5.167155)
C (-4.291501, -24.457385, -4.558166)
C (-4.083796, -24.434873, -2.993576)
S (-2.340874, -23.967506, -3.044298)
O (-1.491544, -25.126354, -2.943732)
O (-2.153202, -22.888827, -2.052867)
C (-2.139051, -23.312485, -4.735729)
H (-4.027223, -22.353696, -4.661354)
H (-3.645122, -23.078653, -6.246297)
H (-3.906674, -25.356647, -5.039138)
H (-5.327009, -24.519694, -4.892743)
H (-4.259521, -25.324291, -2.388465)
H (-4.701915, -23.631381, -2.593036)
H (-1.655835, -24.088060, -5.329944)
H (-1.490397, -22.437442, -4.776380)
C (2.712347, -25.162202, -3.142245)
C (1.645568, -24.047521, -2.983445)
C (2.249127, -22.757801, -2.547682)
S (4.130296, -22.908828, -2.515233)
O (4.582135, -22.331471, -1.262040)
O (4.724558, -22.608745, -3.797531)
C (4.003512, -24.760923, -2.432007)
H (2.810046, -25.354563, -4.210684)
H (2.395544, -26.079510, -2.645984)
H (0.943574, -24.258529, -2.176742)
H (0.969915, -23.982159, -3.836277)
H (2.019869, -22.694624, -1.483937)
H (1.936256, -21.868800, -3.095311)
H (4.158524, -25.022152, -1.385186)
H (4.855989, -25.240632, -2.912899)

Force components x, y, z for each atom (eV/Å):
1.3501 -0.1001 -1.6578
0.1129 -0.0593 -0.0369
3.5953 -1.7517 -1.0932
-2.9959 5.1475 2.7180
-3.5383 2.4510 -1.5226
2.6803 0.3599 1.7499
3.0611 -3.7690 -0.5149
-1.2953 -1.4862 -0.6490
-0.1756 -1.8000 0.2617
0.7979 1.7379 0.3434
-1.6236 2.1317 0.5368
-0.3416 -3.2752 -1.5763
-0.0663 0.2722 0.2676
-0.2462 0.0163 -0.0170
2.2665 -3.1292 -1.0201
-1.1851 1.5020 -0.7039
2.1672 2.5783 -0.1601
-3.1667 -2.1141 0.5123
-0.5984 -2.5509 -0.7632
-4.9484 5.2678 1.3195
0.2026 2.7847 1.5762
-0.7758 -0.9695 -0.5828
3.9286 -3.8769 -0.9907
1.8138 0.1114 -0.0423
-0.2126 0.2938 0.2399
0.0911 0.5263 0.4597
-1.6007 2.5196 4.1028
3.3549 -1.0536 -2.7690
-0.1118 0.6719 -3.7555
0.6182 -1.9117 1.6277
-0.4209 -0.9705 3.7512
0.3252 0.1981 -3.5163
-0.7827 -1.1544 -3.9597
0.5563 0.0098 2.4020
-0.4974 -0.4245 1.3783
-2.1252 1.1447 0.4856
-0.1193 -0.0626 -0.0275
0.2371 0.3979 0.2817
0.0697 0.7699 -0.3562
-1.2578 2.3539 2.5211
1.7655 -3.0525 -2.3084
0.9279 1.0393 0.0436
0.4345 0.1102 0.1031
0.0982 -0.1463 0.1224
0.0466 0.2925 -0.2065
-0.2682 -1.0159 0.4562
-1.0233 -0.1920 0.0667
-0.8428 -0.3118 -0.5061
1.1218 1.3319 1.2700
0.2431 -0.8937 -1.0407
-0.4074 -0.4582 -0.1436
0.4550 0.4284 0.2246
-0.5588 -0.5365 0.2698
-0.6545 0.2679 -0.4733
-0.0770 -0.7309 -1.7365
-1.0298 1.3239 2.1235
0.1862 0.1440 0.3525
0.5250 2.6761 0.2302
1.0534 -1.2688 1.9726
-2.8832 -2.1308 -2.1867
1.5515 -0.3866 -0.3781
-0.0754 0.1737 -0.1540
-0.6667 0.4324 0.3994
-0.0813 0.1189 -0.7311
1.7536 -0.1990 -0.6712
-0.5480 -0.2508 0.2630
0.2580 0.2888 0.5688
0.2247 -0.1950 -0.1657
-0.1622 -0.3773 0.3766
0.9627 -0.5274 1.7103
-0.1340 -0.8099 0.2471
0.3955 1.3172 1.3414
-0.0238 0.8283 0.7313
-0.6557 0.8608 2.2741
-1.1175 1.0988 -3.4292
-0.8876 -0.7580 -1.0300
-0.7182 0.0412 0.1640
0.6355 -0.4621 -0.6901
-0.0717 0.0046 -0.5887
0.3537 -0.4422 0.0247
0.7531 -0.1679 -0.2534
-0.5279 0.1936 0.3597
0.7735 -0.0822 0.1462
0.0778 -0.3318 -0.2340
0.3417 -0.3314 1.7153
1.3234 -0.5261 -1.5968
-1.1025 -1.5389 1.1733
1.1552 0.3994 -1.2682
-0.7947 -1.1402 -0.5966
-3.4927 1.5202 0.8792
-0.7436 1.0382 -0.8093
0.1003 -0.3033 -0.1799
0.7543 0.0057 0.6382
-0.0225 0.2670 0.5232
0.3987 0.0089 -0.6304
0.0804 -0.1756 0.0998
0.2689 0.5258 -0.0119
0.3247 0.5881 0.0549
0.4373 0.0197 -0.2882
1.3469 0.5915 0.0179
-0.5877 -1.0279 0.0388
0.1340 -0.7308 0.1263
0.0637 0.1990 0.8180
0.3273 0.5165 -0.9784
-0.8279 -1.5155 0.3214
-0.4401 1.6697 0.3677
-0.3546 0.1218 -0.5921
-0.1607 0.5382 0.2997
-0.1190 0.3308 -0.1830
0.1234 -0.1445 0.0463
-0.0812 -0.3064 -0.1299
0.4022 0.1347 0.3813
-0.2804 0.0026 -0.0129
0.1211 -0.7038 -0.5780
-0.1462 0.5442 1.1952
-0.6888 -1.4232 0.7115
1.4896 0.1021 0.4528
-0.6355 5.1476 -2.2773
-0.4845 -0.3993 0.2435
2.1914 -4.2454 -0.6749
-0.8477 -0.7474 -0.1060
-0.4134 0.3743 -0.2663
-0.1457 -0.1001 0.1026
0.0213 -0.2196 -0.4359
0.0666 0.1682 0.1129
0.3844 -0.4687 -0.2566
-0.2793 0.9010 0.9463
0.1591 -0.3424 -0.0710
-0.2421 0.2636 0.2542
1.4394 2.0211 -0.4141
-1.8377 -0.7094 -1.1057
-1.2613 0.0419 0.8278
0.7334 -0.7230 1.2692
1.2850 1.4948 1.2300
0.7934 -1.1949 -0.9193
-0.3977 -0.3927 -1.9886
0.1048 0.0516 0.1671
-0.2434 -0.0563 0.1599
0.4172 0.2243 0.3053
-0.0066 -0.2494 0.2736
0.0209 -0.2287 0.2921
0.0635 0.3647 0.4262
-0.6004 -0.3147 0.0339
-0.0362 0.1622 -0.3579
0.1740 0.0784 1.5955
-0.5359 0.4050 0.4680
0.1113 -0.2580 -0.2979
-2.5349 2.0799 -1.6604
0.3288 -2.8884 1.7814
0.9779 -0.4061 0.1187
0.2084 0.8455 -0.4754
0.3061 -0.4237 -0.2564
0.5152 -0.0424 0.0897
0.3113 0.1905 -0.7906
-0.3843 -0.2010 -0.5941
0.4530 0.5377 0.0208
0.2454 -0.2745 0.1781
0.0772 -0.1252 0.2976
-0.0206 0.0636 -0.3985
1.2537 0.0379 -1.4551
0.1590 -0.7687 -0.0842
-0.3652 0.5605 -1.1853
1.1722 -0.6174 -0.5365
-2.1135 0.2830 0.0371
0.8270 -1.7250 1.7827
-1.0550 0.8050 0.9727
0.0104 0.3063 0.1897
0.1649 -0.0344 0.3085
0.0122 -0.2477 0.1987
-0.2483 0.0168 -0.1259
-0.2568 0.3071 -0.1882
0.4213 0.4467 0.1926
0.1378 0.0729 -0.2116
-0.1199 0.3897 0.0446
-0.0454 -0.1888 -0.3383
1.2424 1.4825 -0.6769
-0.8004 -1.4339 0.0091
-1.3248 2.0187 1.7498
-0.1777 -0.4119 -3.3217
-0.0082 -0.6088 -0.1582
0.0523 -1.0496 1.0554
0.2294 0.1768 -0.0408
-0.0468 0.0329 0.1332
-0.4753 -0.6637 0.6504
0.7247 0.1182 0.0003
0.1641 -0.0495 -0.1409
-0.2290 0.3889 -0.1496
0.3579 0.0366 0.5013
0.1575 -0.0059 -0.1712
-1.1793 -0.6647 1.5258
0.6353 -1.8034 -0.7375
-1.8871 1.0942 -1.7189
2.7622 1.2712 2.0605
-1.1964 0.1687 -0.2523
-0.3051 0.5373 2.4514
1.3820 0.2915 -0.6192
-0.0744 0.2077 -0.5798
0.2505 -0.3390 0.0219
-0.2050 0.3806 0.9135
-0.0425 -0.2406 -0.6613
0.1144 0.1302 0.5168
-0.0600 -0.1215 -0.5260
-0.0220 -0.0304 -0.3419
-0.1668 -0.3129 -0.1342
1.1704 0.8901 0.8740
-1.0787 -0.9174 -0.5719
0.0053 0.5853 -2.2018
1.4247 2.1771 1.9275
-0.1688 -0.8142 0.1353
-0.3806 -1.7306 -1.9458
-0.9660 -0.7249 0.1842
-0.2124 0.2888 -0.3115
-0.4963 -0.3109 0.0979
0.5872 -0.2412 0.3432
-0.3532 0.3221 0.5521
0.3790 -0.1591 -0.4115
0.4415 0.2223 0.1544
0.0765 -0.2837 0.3180
-0.3801 0.4880 0.4086
-0.4374 0.1490 0.7746
-0.9407 -0.7432 0.2195
1.5467 0.6939 0.4265
-1.8432 -0.3934 0.8641
0.0863 -0.8270 -1.6516
0.0890 0.1420 0.1503
0.9714 0.4204 -0.3598
0.5888 -0.0487 0.0435
-0.3725 -0.2018 -0.1892
0.0864 -0.5609 -0.0959
0.4528 0.1298 -0.4265
0.2013 0.8150 -0.0302
0.2273 0.0202 0.1506
-0.8388 0.0291 0.2533
0.1500 0.6470 -0.2301

Net charge = -2
LUMO energy = 0.039 Eh
HOMO-LUMO gap = 0.030 hartree
HOMO energy = 0.26 eV
E = -12320.9951 Ha